Computed, not measured: the molecule C23H34IN9O6 at a distorted geometry, with ωB97M-V/def2-TZVPD.

Structure (ORCA input):
```
! wB97M-V def2-TZVPD RIJCOSX def2/J DEFGRID3
* xyz 0 1
H 3.1031 2.0904 1.5317
C -3.1858 2.5530 -1.7758
H 2.4127 -3.1892 0.5893
H -4.4434 1.6436 2.3491
H 2.6742 4.3540 -1.6720
H 1.0450 3.8311 -1.8099
C -1.8877 2.4098 -2.5828
H -0.5798 1.0247 -3.5376
N 0.2620 -2.0039 1.8558
H -0.4189 -2.1613 2.5907
N 4.3364 -3.1965 -1.2093
H -1.1409 3.0915 -2.1747
C 3.0632 0.1251 1.0892
H -0.6779 -3.1062 -1.9765
H -2.2691 0.6756 -0.4061
H -0.0198 -6.6016 0.5297
C 0.4347 1.3753 -0.8647
H -1.5213 -5.8472 1.0670
H -0.1816 2.8635 2.6836
H 0.0231 -0.4629 -1.8694
H -3.5048 3.6045 -1.8494
I 5.3355 1.9623 0.1092
N -5.1308 2.8401 0.3125
H 0.4836 -1.7119 -0.1828
C 0.5475 3.2907 0.6990
C -0.0269 -4.4591 0.3463
C 3.9508 -2.0978 -0.4011
N -0.1560 2.3203 -0.1128
N -1.5232 -0.0437 -0.5178
C -0.3095 -1.9424 0.5296
H 0.5872 0.6998 1.7906
H -2.1154 2.7521 -3.5954
H 1.3223 1.1156 3.3423
O 1.6467 -1.2549 3.4551
C 2.8807 -2.2242 0.4769
H -2.1904 -2.3814 -1.4126
C -0.9899 -3.2821 0.1544
C -1.2974 0.9977 -2.7148
N 1.7980 4.1404 -1.2204
N 2.5961 1.2240 1.6932
O 1.6326 1.2903 -1.0557
C 1.2908 1.3843 2.2785
O 3.6143 -4.1818 -1.2070
C -3.9119 2.2438 0.4940
H 5.5015 -0.8177 -1.1249
H -1.1766 2.2891 -0.0161
H -5.2346 3.4779 -0.4581
N -3.6573 1.7210 1.7242
H -5.6853 3.0491 1.1254
C 4.2138 0.1809 0.2626
C -1.5070 -3.2169 -1.2804
H -1.8397 -3.4122 0.8348
H -0.0853 4.1884 0.7384
H -3.0349 0.9102 1.7510
H 1.4711 3.5028 2.6185
H -3.9684 1.9377 -2.2417
C 2.4424 -1.1473 1.2180
O 2.8688 3.9158 0.7400
H -2.0932 0.3040 -2.9938
H -2.0404 -4.1295 -1.5289
C 1.8721 3.7614 0.0699
O -2.1483 -0.7456 1.4940
C 1.4185 -1.4314 2.2736
O 5.3510 -3.0966 -1.8758
C -0.5619 0.3869 -1.5035
C 4.6443 -0.8878 -0.4728
H 0.4675 -4.3533 1.3141
C -0.7334 -5.8097 0.3174
H 0.7370 -4.4380 -0.4335
H -1.1726 -6.0074 -0.6566
C 0.7682 2.8131 2.1493
C -1.3802 -0.8486 0.5406
N -2.9950 2.1485 -0.4053
*
```

Properties
highest occupied orbital energy	-7.831	eV
orbital gap	0.291	Eh
LUMO energy	0.00333	hartree

These are the Mulliken partial charges, in e, on atoms 1 to 5:
1 H 0.14
2 C -1.51
3 H 0.70
4 H 0.25
5 H 0.27

Computed, not measured: a cluster of 13 separate species, BF4H24O12 in total at a distorted geometry, with ωB97M-V/def2-TZVPD.

Structure (ORCA input):
```
! wB97M-V def2-TZVPD RIJCOSX def2/J DEFGRID3
* xyz -1 1
F -0.1013 0.7630 1.7307
O 2.2515 2.6389 -1.8977
H -0.9969 3.3235 -0.3904
O -1.5764 -4.5107 -0.3909
H -2.1436 2.2785 3.0159
H 2.0077 2.0908 -1.1364
H 1.3679 -2.4459 -2.0649
O -2.8151 0.4267 0.3101
H -1.2238 -3.9074 0.2929
H 3.2461 0.5484 0.6613
H -0.2700 -2.2947 1.5339
H -0.8473 -3.2477 -1.8574
H -1.0726 -1.9594 -2.6296
H -3.3925 0.8727 0.9378
O -0.4613 -2.7053 -2.5613
O -0.4394 -3.1921 1.8664
O 1.3410 2.9922 2.4951
F 1.1710 0.8488 -0.1459
H 0.2443 3.1715 0.4928
B 0.5887 -0.0660 0.7800
H 2.1134 2.5563 2.8719
H -1.6980 0.2036 -2.7122
O -2.8563 1.6326 3.0781
H 0.5895 1.4550 -2.4103
H -0.8598 -5.1398 -0.5240
H -0.6692 -3.0749 2.7918
H 0.8177 2.2577 2.1381
H 1.6593 3.3968 -1.8195
H -2.6603 1.1314 3.8747
H -2.5121 -0.3630 -1.5352
H -1.9362 0.4962 0.7001
H 4.2321 -0.2476 1.4952
O -0.1047 3.6625 -0.2633
O -2.4727 -0.3475 -2.5034
F 1.5804 -0.7578 1.4579
F -0.3285 -0.8472 0.1045
O 4.0438 0.6459 1.1959
H 0.3723 0.8346 -3.7928
H 1.7686 -2.0998 -0.6322
O -0.1011 1.2232 -3.0508
O 2.1438 -2.2438 -1.5068
*
```

Properties
highest occupied orbital energy	-7.832	eV
orbital gap	0.374	Eh
LUMO energy	0.08651	hartree

These are the Mulliken partial charges, in e, on atoms 1 to 5:
1 F -0.38
2 O -0.74
3 H 0.32
4 O -0.71
5 H 0.32